Record 1
C4H9ISi | the ωB97M-V functional and the def2-TZVPD basis

HOMO-LUMO gap, eV: 7.76
Lowest unoccupied orbital energy, hartree: 0.0105
ΔE to the lowest compared entry with this formula, charge and spin, kJ/mol: 368.7
SMILES: CC/C=[Si](/C)I
DFT total energy, eV: -20268.561

Positions of all 15 atoms, in Å:
C  -1.15562  2.22562  1.43334
C  0.19945  1.30029  0.60401
C  0.34272  -0.08510  -0.37894
Si  1.61577  -1.33466  -0.98847
C  1.17431  -3.07470  -1.59021
I  4.00598  -0.89566  -1.17348
H  -0.72709  2.21269  2.40530
H  -1.06805  3.18754  0.96881
H  -1.97924  1.58433  1.26568
H  0.62115  1.98968  -0.24607
H  0.92458  1.30103  1.39487
H  -0.68052  -0.30216  -0.66143
H  0.09954  -2.98569  -1.06660
H  0.97821  -3.22399  -2.65032
H  1.84429  -3.84190  -1.22381

Forces on atoms 1 to 2 (eV/Å):
3.7059 -2.9311 -2.5917
1.0368 1.3430 -2.9972

The computed Löwdin charges, all in e, follow: C -0.01; C -0.21; C -0.31; Si 0.20; C -0.30; I 0.38; H 0.02; H 0.04; H 0.02; H 0.08; H 0.03; H -0.03; H 0.06; H 0.01; H 0.01

Record 2
C7H7NO | the ωB97M-V functional and the def2-TZVPD basis

HOMO-LUMO gap, eV: 9.78
Lowest unoccupied orbital energy, hartree: 0.0039
ΔE to the lowest compared entry with this formula, charge and spin, kJ/mol: 158.9
SMILES: CC(=O)c1ccccn1
DFT total energy, eV: -10907.691

Positions of all 16 atoms, in Å:
C  -2.51196  0.88680  0.36523
C  -1.74394  -0.31973  -0.23544
O  -2.33010  -1.18240  -0.81278
C  -0.26014  -0.17896  -0.16387
C  0.48087  -1.36363  0.10189
C  1.89099  -1.20474  0.14450
C  2.47619  0.05680  -0.19506
C  1.59217  1.17900  -0.43276
N  0.31338  1.06711  -0.43338
H  -3.65680  0.48577  0.50433
H  -2.21408  1.03846  1.49487
H  -2.46350  1.61505  -0.24183
H  0.08246  -2.28786  0.29742
H  2.56046  -2.20899  0.26397
H  3.69731  0.12791  -0.19138
H  2.08670  2.28939  -0.46571

Forces on atoms 1 to 2 (eV/Å):
-2.8298 -7.8605 7.0102
-0.6797 2.9865 0.4529

The computed Löwdin charges, all in e, follow: C -0.01; C -0.42; O 0.11; C -0.18; C -0.01; C -0.08; C -0.08; C -0.20; N 0.10; H 0.14; H 0.12; H -0.02; H 0.08; H 0.15; H 0.14; H 0.15

Record 3
C27H44N6O4ReS | the ωB97M-V functional and the def2-TZVPD basis

Multiplicity: 4
HOMO-LUMO gap (alpha / beta), eV: 7.77 / 6.93
Lowest unoccupied orbital energy (alpha / beta), hartree: -0.2025 / -0.2405
Net charge: +2
ΔE to the lowest compared entry with this formula, charge and spin, kJ/mol: 49.5
DFT total energy, eV: -58797.461

Positions of all 83 atoms, in Å:
Re  -0.11406  -0.08233  0.99089
C  -4.04283  1.64610  -1.09144
C  -3.25197  0.43456  -1.61046
C  -4.16700  -0.47613  -2.43884
C  -2.03682  0.80414  -2.45193
C  -2.27325  1.57669  -3.59336
C  -1.28962  1.77685  -4.54457
C  -0.03959  1.20214  -4.35545
C  0.26691  0.45017  -3.22052
C  1.67608  -0.12652  -3.16869
C  1.76528  -1.63855  -2.95645
C  2.53670  0.62638  -2.16219
C  -0.73914  0.28438  -2.24222
N  -0.47819  -0.51898  -1.05842
C  -0.81179  -1.80847  -1.15539
C  -0.54037  -2.64986  -0.10924
C  -0.80598  -4.01076  0.08924
C  -0.31802  -4.32335  1.33355
C  0.24443  -3.16209  1.90332
N  0.13485  -2.12492  1.01856
C  0.86280  -3.16063  3.28578
C  1.60717  -4.49230  3.47773
C  -0.26327  -3.07838  4.33084
C  1.85913  -2.02746  3.49599
H  -5.03569  1.33175  -0.77215
H  -4.18277  2.40930  -1.85981
H  -3.59402  2.11460  -0.21119
H  -2.92451  -0.14135  -0.75277
H  -4.64168  0.06877  -3.25704
H  -4.95597  -0.87910  -1.80497
H  -3.61923  -1.31320  -2.87429
H  -3.27147  1.95731  -3.76983
H  -1.50707  2.32541  -5.45288
H  0.71679  1.30932  -5.12362
H  2.09440  0.07076  -4.15805
H  1.60775  -1.92404  -1.91803
H  2.76199  -1.98099  -3.23504
H  1.04943  -2.17638  -3.57915
H  2.08892  0.55917  -1.17073
H  2.63978  1.68426  -2.42218
H  3.54316  0.21045  -2.11084
H  -1.28991  -2.17136  -2.05903
H  -1.29820  -4.66732  -0.61014
H  -0.34835  -5.28956  1.80647
H  0.92121  -5.33678  3.52100
H  2.14352  -4.46347  4.42607
H  2.33282  -4.67497  2.68369
H  -0.93423  -3.93377  4.24641
H  -0.85383  -2.17076  4.23671
H  0.17875  -3.09857  5.32831
H  2.61851  -2.01388  2.71557
H  2.36572  -2.17412  4.45033
H  1.36468  -1.06058  3.54018
O  -2.17871  1.69799  2.58603
S  -2.05139  0.26642  2.75721
O  -2.87775  -0.38668  3.69198
O  -2.08367  -0.39124  1.32297
O  -0.50799  -0.02116  2.97283
N  0.03121  4.05761  -2.55907
C  -0.34249  3.94629  -1.10473
C  0.39171  2.76716  -0.44952
N  -0.52167  1.98518  0.39348
H  -0.36414  4.90034  -2.98058
H  -0.32709  3.24113  -3.09348
H  1.04291  4.09544  -2.69667
H  -1.42096  3.79324  -1.09746
H  -0.12371  4.90499  -0.63903
H  1.23532  3.10331  0.15038
H  0.78979  2.10902  -1.21940
H  -1.39986  1.84312  -0.10695
H  -0.81163  2.47088  1.24893
C  1.33626  2.42091  3.10871
C  2.21414  1.48757  2.34939
N  1.88638  0.60298  1.40336
C  3.06429  -0.02250  1.00819
C  4.09717  0.50756  1.69531
N  3.54188  1.45674  2.52540
H  0.28636  2.15533  3.04040
H  1.48462  3.44632  2.76041
H  1.59743  2.39559  4.16658
H  3.06940  -0.83126  0.30146
H  5.14901  0.28666  1.68710
H  4.04122  2.01943  3.19701

Forces on atoms 1 to 2 (eV/Å):
0.5375 -0.7615 -0.3946
0.0410 -0.0244 -0.0180

The computed Löwdin charges, all in e, follow: Re 1.72; C -0.04; C -0.37; C -0.04; C -0.14; C -0.03; C -0.08; C -0.04; C -0.14; C -0.35; C -0.04; C -0.07; C -0.17; N -0.09; C -0.08; C -0.30; C 0.05; C 0.01; C -0.16; N -0.03; C -0.53; C -0.04; C -0.01; C -0.05; H 0.10; H 0.08; H 0.07; H 0.09; H 0.09; H 0.10; H 0.08; H 0.12; H 0.12; H 0.13; H 0.13; H 0.06; H 0.09; H 0.10; H 0.02; H 0.08; H 0.10; H 0.16; H 0.13; H 0.12; H 0.08; H 0.10; H 0.10; H 0.10; H 0.06; H 0.10; H 0.08; H 0.10; H 0.05; O -0.31; S 0.42; O -0.19; O -0.43; O -0.47; N 0.21; C -0.08; C -0.18; N -0.06; H 0.18; H 0.11; H 0.17; H 0.13; H 0.14; H 0.13; H 0.07; H 0.07; H 0.09; C 0.02; C -0.35; N -0.07; C -0.14; C -0.03; N 0.14; H 0.04; H 0.10; H 0.11; H 0.12; H 0.14; H 0.18

Record 4
CH3F3P2 | the ωB97M-V functional and the def2-TZVPD basis

HOMO-LUMO gap, eV: 9.99
Lowest unoccupied orbital energy, hartree: 0.0082
ΔE to the lowest compared entry with this formula, charge and spin, kJ/mol: 86.7
SMILES: FC(F)=P.FP
DFT total energy, eV: -27813.736

Positions of all 9 atoms, in Å:
F  2.37873  -1.28128  0.80527
C  2.40713  -0.11373  0.17906
F  1.50237  0.67057  0.82012
P  3.42155  0.36463  -1.05351
H  4.27227  -0.68041  -1.08388
F  -3.18398  -0.19528  -1.17303
P  -2.97871  0.20963  0.41264
H  -3.64683  1.51545  0.37296
H  -4.17254  -0.48957  0.72037

Forces on atoms 1 to 2 (eV/Å):
0.1340 0.1782 -0.2308
-0.5660 -0.2407 1.6525

The computed Löwdin charges, all in e, follow: F 0.04; C -0.76; F 0.01; P 0.87; H -0.17; F -0.50; P 0.74; H -0.11; H -0.13

Record 5
C6H16INOPS | the ωB97M-V functional and the def2-TZVPD basis

HOMO-LUMO gap (alpha / beta), eV: 7.61 / 7.61
Lowest unoccupied orbital energy (alpha / beta), hartree: -0.1597 / -0.1597
Net charge: +1
ΔE to the lowest compared entry with this formula, charge and spin, kJ/mol: 200.2
DFT total energy, eV: -38232.515

Positions of all 27 atoms, in Å:
C  3.07519  -0.20545  0.05268
C  2.53405  1.76698  -1.02556
C  1.29961  1.00900  1.02747
C  -3.57731  -1.16959  0.62311
C  -4.32862  0.20475  0.51363
C  1.03009  -0.19513  -0.97170
N  1.97550  0.66293  -0.17152
O  -3.08355  -1.51525  -0.62149
P  -0.40073  -1.97151  0.58552
S  -1.83418  -2.60410  -0.66799
I  -2.93272  1.72769  -0.17189
H  3.56086  -0.31101  -0.99261
H  3.98350  0.16269  0.62346
H  2.71250  -1.18068  0.41833
H  3.41849  2.20775  -0.57628
H  2.69930  1.28060  -2.06061
H  1.70677  2.53751  -1.15154
H  0.30127  1.52621  0.76211
H  1.08733  0.07311  1.56835
H  1.83131  1.88347  1.41353
H  -4.34272  -1.93235  1.18611
H  -2.77533  -1.10457  1.45979
H  -4.61353  0.44194  1.53556
H  -5.12038  0.19900  -0.19990
H  0.14361  0.44957  -1.40285
H  1.59528  -0.77097  -1.79160
H  0.05442  -3.17259  0.03588

Forces on atoms 1 to 2 (eV/Å):
4.2444 -1.9902 -1.0632
-2.2253 0.6056 -1.8136

The computed Löwdin charges, all in e, follow: C -0.09; C 0.00; C -0.07; C -0.48; C -0.55; C -0.12; N -0.53; O -0.61; P 0.67; S 0.64; I 0.76; H 0.13; H 0.14; H 0.10; H 0.11; H 0.14; H 0.13; H 0.10; H 0.06; H 0.12; H 0.17; H 0.08; H 0.05; H 0.04; H 0.09; H 0.09; H -0.15

Record 6
C3H4N2O3 | the ωB97M-V functional and the def2-TZVPD basis

HOMO-LUMO gap, eV: 9.80
Lowest unoccupied orbital energy, hartree: 0.0110
ΔE to the lowest compared entry with this formula, charge and spin, kJ/mol: 432.1
SMILES: COc1noc(O)n1
DFT total energy, eV: -12294.517

Positions of all 12 atoms, in Å:
C  1.45758  -0.40580  -1.89784
O  0.96019  0.51229  -1.05000
C  0.10442  0.16643  -0.10786
N  -0.68194  -1.04473  0.09839
O  -1.51044  -0.64468  1.27071
C  -1.15950  0.55247  1.60502
O  -1.67834  1.05465  2.67448
N  -0.03302  1.07741  0.95873
H  0.50086  -0.39065  -2.50912
H  2.29004  0.15181  -2.49941
H  1.98897  -1.24208  -1.61116
H  -2.23881  0.21288  3.06804

Forces on atoms 1 to 2 (eV/Å):
-0.4671 2.4574 -5.8525
-0.2948 1.6394 4.7054

The computed Löwdin charges, all in e, follow: C -0.10; O -0.05; C -0.36; N 0.14; O 0.01; C -0.53; O 0.14; N 0.19; H 0.13; H 0.13; H 0.07; H 0.23

Record 7
C31H31BN12O2S3Sc | the ωB97M-V functional and the def2-TZVPD basis

HOMO-LUMO gap, eV: 7.38
Lowest unoccupied orbital energy, hartree: -0.1048
Net charge: +1
ΔE to the lowest compared entry with this formula, charge and spin, kJ/mol: 0.0
DFT total energy, eV: -108509.228

Positions of all 81 atoms, in Å:
Sc  -0.00009  -0.61952  0.36643
N  -1.04332  0.12159  4.74610
C  -0.61580  0.94207  3.76215
N  0.07107  2.01836  4.16436
C  0.52002  3.03554  3.46229
N  1.78668  3.41477  3.66358
N  -0.17664  3.90225  2.64542
C  -0.50129  1.51473  1.58255
N  -0.90257  0.59332  2.51016
C  -1.36987  2.36503  -0.56451
C  -1.81315  3.38295  -1.38971
C  -1.76370  3.20723  -2.76270
C  -1.27623  2.01649  -3.27220
C  -0.84677  1.04992  -2.38165
N  -0.88111  1.21354  -1.05929
H  -0.66554  0.25576  5.66682
H  -1.37494  -0.79164  4.48874
H  2.37011  2.83129  4.23735
H  2.15996  4.25583  3.26079
H  -2.19516  4.29995  -0.96142
H  -2.10737  3.99013  -3.42526
H  -1.22893  1.83266  -4.33530
H  -0.45766  0.10225  -2.73881
O  1.87242  -1.40641  0.85016
S  2.84651  -0.44529  0.23000
O  3.61839  0.33462  1.14943
N  1.88371  0.34374  -0.75117
C  2.00012  1.76400  -0.70995
C  2.65886  2.54669  -1.63588
C  2.59307  3.93372  -1.51976
C  1.84367  4.52876  -0.51787
C  1.15259  3.75450  0.41626
C  0.19867  4.43051  1.34630
C  -1.16154  3.80820  1.58926
C  -1.47033  2.45943  0.95030
N  0.73256  1.46841  1.23911
C  1.28627  2.37475  0.32321
C  3.96349  -1.44467  -0.68988
C  4.08744  -1.31207  -2.06129
C  4.99996  -2.11466  -2.73344
C  5.76162  -3.03597  -2.03336
C  5.62655  -3.15959  -0.65455
C  4.72709  -2.35936  0.02811
H  3.21160  2.08257  -2.44198
H  3.11413  4.55570  -2.23432
H  1.77203  5.60831  -0.47094
H  0.23895  5.51404  1.30600
H  -2.00309  4.47585  1.73809
H  -2.47692  2.14230  1.23049
H  3.47693  -0.59299  -2.59030
H  5.11576  -2.01812  -3.80469
H  6.46861  -3.66157  -2.56145
H  6.22518  -3.87785  -0.11172
H  4.61883  -2.43815  1.10128
C  1.18479  -3.15787  -2.29117
N  -0.26023  -3.26971  -2.31749
C  -1.03204  -3.42278  -3.44739
C  -2.30932  -3.54614  -3.02126
N  -2.31793  -3.49186  -1.64754
B  -3.65544  -3.76642  -0.87881
N  -3.73051  -3.06236  0.51322
C  -4.39389  -3.67039  1.55166
C  -4.58584  -2.75647  2.52708
N  -4.01458  -1.58453  2.08408
C  -4.13927  -0.30270  2.75112
C  -3.48792  -1.79394  0.85551
S  -2.67241  -0.58689  -0.08831
C  -1.06669  -3.32123  -1.22768
S  -0.46520  -3.18697  0.38818
H  1.54718  -3.20534  -3.31501
H  1.61887  -3.96479  -1.70363
H  1.49178  -2.21147  -1.85110
H  -0.60446  -3.43260  -4.43347
H  -3.22180  -3.67383  -3.57379
H  -3.75452  -4.94782  -0.67497
H  -4.53418  -3.34123  -1.58367
H  -4.68033  -4.70402  1.49326
H  -5.07247  -2.82454  3.48303
H  -4.35071  -0.48129  3.80298
H  -4.95682  0.27001  2.31243
H  -3.20690  0.24329  2.65142

Forces on atoms 1 to 2 (eV/Å):
-0.5675 0.1629 -0.2582
0.0187 -0.0060 -0.0603

The computed Löwdin charges, all in e, follow: Sc 0.83; N 0.18; C -0.44; N 0.18; C -0.39; N 0.23; N 0.09; C -0.43; N 0.10; C -0.23; C 0.02; C -0.02; C -0.02; C -0.12; N -0.05; H 0.11; H 0.11; H 0.13; H 0.13; H 0.13; H 0.12; H 0.12; H 0.12; O -0.45; S 0.63; O -0.24; N -0.18; C -0.28; C 0.01; C -0.05; C -0.02; C -0.11; C -0.10; C -0.09; C -0.11; N 0.14; C -0.17; C -0.29; C -0.08; C -0.06; C -0.06; C -0.05; C -0.04; H 0.12; H 0.11; H 0.12; H 0.15; H 0.16; H 0.15; H 0.10; H 0.11; H 0.11; H 0.11; H 0.13; C -0.02; N -0.12; C -0.03; C -0.04; N 0.00; B -0.42; N -0.01; C -0.04; C -0.03; N -0.11; C -0.02; C -0.66; S 0.73; C -0.70; S 0.69; H 0.10; H 0.11; H 0.05; H 0.12; H 0.13; H 0.08; H 0.08; H 0.12; H 0.12; H 0.09; H 0.10; H 0.04

Record 8
C2H5N3O2 | the ωB97M-V functional and the def2-TZVPD basis

HOMO-LUMO gap, eV: 10.80
Lowest unoccupied orbital energy, hartree: 0.0248
ΔE to the lowest compared entry with this formula, charge and spin, kJ/mol: 377.0
SMILES: NO[C@H](N)N=C=O
DFT total energy, eV: -10717.903

Positions of all 12 atoms, in Å:
N  -1.72654  1.33638  -0.12416
O  -0.55178  0.70487  0.36023
C  -0.13072  -0.38205  -0.53783
N  -0.39814  -1.56581  0.23069
N  1.30240  -0.23142  -0.69399
C  2.26373  0.03447  -0.09060
O  3.29516  0.28279  0.33360
H  -1.40009  2.36368  -0.09242
H  -2.29359  1.37159  0.78891
H  -0.54600  -0.34204  -1.46253
H  -0.18814  -1.37703  1.19890
H  0.37371  -2.19543  0.08921

Forces on atoms 1 to 2 (eV/Å):
-0.4182 2.7195 2.4669
0.7647 -1.1448 -1.4744

The computed Löwdin charges, all in e, follow: N 0.01; O -0.20; C -0.37; N 0.08; N 0.19; C -0.37; O 0.18; H 0.11; H 0.11; H 0.11; H 0.08; H 0.07